# 1
DFT (ωB97M-V/def2-TZVPD) results for a cluster of 2 separate species, CH2ClO3S in total at a distorted geometry.

HOMO energy (alpha / beta) = -5.14 / -3.71 eV
net charge = -1
LUMO energy (alpha / beta) = 3.47 / 2.94 eV
gap between HOMO and LUMO (alpha / beta) = 8.61 / 6.65 eV

Last column: Mulliken charge in e.
CARTESIAN COORDINATES (ANGSTROEM)
C: 2.05659 -0.10401 -0.87408  -0.479
O: -2.75057 1.44060 0.60651  -0.558
O: -1.99249 -0.38590 2.13303  -0.524
O: -0.69699 0.14019 0.03675  -0.454
S: -2.01230 0.12037 0.75314  0.545
Cl: 1.96120 -1.76571 -0.47808  -0.122
H: 1.88877 0.04970 -1.90222  0.240
H: 1.54579 0.50476 -0.27505  0.352

***

# 2
DFT (ωB97M-V/def2-TZVPD) results for a structure of composition C15H29N4O7Pd at a distorted geometry.

HOMO energy = -11.12 eV
net charge = +1
LUMO energy = -3.96 eV
gap between HOMO and LUMO = 7.17 eV

Last column: Mulliken charge in e.
CARTESIAN COORDINATES (ANGSTROEM)
Pd: 0.73197 1.52223 0.65136  0.733
O: 1.12889 2.05672 4.70832  -0.456
C: 1.42770 1.98047 3.42948  0.591
O: 0.80828 2.59285 2.57100  -0.679
C: 2.67624 1.18465 3.15356  -0.453
O: 2.60825 0.53161 1.90710  -0.390
C: 2.41243 -0.88093 1.99166  -0.719
C: 0.94296 -1.23447 2.15192  0.733
O: 0.66543 -2.45307 2.18041  -0.994
O: 0.15543 -0.25553 2.18592  -0.533
H: 0.36089 2.64095 4.81334  0.397
H: 2.88005 0.49768 3.97208  0.366
H: 3.48274 1.92121 3.11132  0.427
H: 2.98944 -1.31150 2.81149  0.522
H: 2.78517 -1.29319 1.05552  0.288
N: -0.47021 -0.29197 -0.68805  0.088
C: 0.47247 -0.84511 -1.66118  0.886
C: -0.22278 -1.28925 -2.96091  -1.166
C: -1.37588 -2.28517 -2.77070  -0.316
C: -0.94037 -3.75770 -2.68833  -1.249
N: 0.21304 -4.03528 -1.82291  -0.028
C: 0.25276 -3.92389 -0.50039  0.489
N: -0.82791 -3.52866 0.17259  -0.168
N: 1.37663 -4.15756 0.18349  -0.433
C: 1.60479 0.16689 -1.94451  -0.031
O: 2.17912 0.10091 -3.01838  -0.692
O: 1.96403 0.92678 -0.94991  -0.780
H: -0.78119 -0.87808 0.07336  0.176
H: -1.25239 0.14163 -1.14607  0.063
H: 1.00955 -1.67514 -1.20316  -0.164
H: 0.51208 -1.70674 -3.64953  0.459
H: -0.58222 -0.37563 -3.44291  0.454
H: -2.06072 -2.24968 -3.62092  0.425
H: -1.96644 -1.99179 -1.89840  0.289
H: -0.61124 -4.08264 -3.67323  0.473
H: -1.77799 -4.40387 -2.41649  0.330
H: 1.08676 -4.23463 -2.27918  0.252
H: -1.72709 -3.51578 -0.27393  0.204
H: -0.78791 -3.51018 1.18263  0.285
H: 2.21829 -4.33067 -0.34116  0.269
H: 1.49224 -3.59314 1.03912  0.216
C: -2.44214 2.44621 -0.75347  -1.850
C: -1.42232 3.33124 0.01511  2.510
C: -1.45555 4.75669 -0.55798  -1.833
C: -1.79973 3.32316 1.50896  -1.714
C: -0.10567 2.73764 -0.24876  -0.853
H: -3.37939 3.00270 -0.73671  0.551
H: -2.59137 1.49488 -0.24827  0.449
H: -2.16988 2.27499 -1.79880  0.373
H: -2.42446 5.20575 -0.33606  0.437
H: -1.31272 4.75672 -1.64082  0.457
H: -0.68299 5.38317 -0.10802  0.415
H: -2.85319 3.59134 1.60528  0.487
H: -1.20416 4.04711 2.06328  0.395
H: -1.64889 2.34160 1.95816  0.343
H: 0.43916 3.13346 -1.11735  0.667

***

# 3
DFT (ωB97M-V/def2-TZVPD) results for a structure of composition C5H20FO5V at a distorted geometry.

spin multiplicity = 5
⟨S²⟩ = 6.01
HOMO energy (alpha / beta) = -16.01 / -15.75 eV
net charge = +2
LUMO energy (alpha / beta) = -8.12 / -12.17 eV
gap between HOMO and LUMO (alpha / beta) = 7.89 / 3.58 eV

Last column: Mulliken charge in e.
CARTESIAN COORDINATES (ANGSTROEM)
V: -1.73686 1.29292 1.49424  1.048
F: -0.55429 0.40298 0.05778  -0.262
C: -2.82431 -1.69127 1.17339  -0.342
O: -2.71002 -0.48931 1.98206  -0.440
H: -2.26656 -1.54544 0.25421  0.004
H: -2.45798 -2.58261 1.68061  0.303
H: -3.86648 -1.87315 0.91016  0.368
H: -3.38858 -0.60573 2.66809  0.325
C: 0.87583 -0.05469 3.04270  -0.576
O: -0.01422 1.07877 2.84277  -0.398
H: 0.91551 -0.29452 4.10168  0.356
H: 0.59470 -0.91768 2.44595  0.232
H: 1.87279 0.21582 2.68856  0.266
H: 0.26356 1.72985 3.50362  0.306
C: -0.17509 -2.24471 -1.98519  -0.381
O: 0.32130 -2.09088 -0.69227  -0.095
H: 0.68325 -2.03011 -2.66245  0.313
H: -0.56775 -3.24535 -2.14355  0.328
H: -0.91318 -1.45895 -2.21702  0.307
H: 0.21979 -1.14803 -0.39781  0.239
C: 2.62922 0.75958 -0.34997  -0.426
O: 3.88580 1.27126 -0.67458  -0.518
H: 2.16768 0.22990 -1.19675  0.184
H: 2.70389 0.06499 0.48517  0.243
H: 1.93933 1.54607 -0.01637  0.209
H: 3.78737 1.99807 -1.29816  0.323
C: -0.08588 2.23612 -2.82880  -0.507
O: -0.92641 1.11908 -2.53600  -0.475
H: -0.35753 2.58655 -3.81778  0.278
H: -0.19977 3.04484 -2.10025  0.248
H: 0.95080 1.87379 -2.79370  0.220
H: -0.76588 0.82184 -1.62034  0.318

***

# 4
DFT (ωB97M-V/def2-TZVPD) results for a cluster of 5 separate species, C31H70FN5O12P2 in total at a distorted geometry.

HOMO energy = -8.57 eV
LUMO energy = 0.27 eV
gap between HOMO and LUMO = 8.83 eV

Last column: Mulliken charge in e.
CARTESIAN COORDINATES (ANGSTROEM)
C: 5.43577 3.00794 1.06946  -1.219
C: 6.26774 2.71290 -0.18242  -0.542
N: 6.65155 1.29350 -0.30482  0.489
C: 5.91790 0.56071 -1.34429  -1.354
C: 4.63568 -0.00779 -0.77303  0.200
C: 3.79394 -0.74633 -1.79827  -0.795
O: 3.19001 -1.88087 -1.19653  -0.314
C: 2.52072 -2.71329 -2.11080  -0.620
C: 3.45009 -3.62241 -2.95510  -0.136
C: 4.86139 -3.87014 -2.44431  -1.403
F: 2.82992 -4.84554 -3.17772  -0.386
C: 1.41399 -3.40370 -1.29985  0.997
O: 0.67440 -4.24807 -2.15961  -0.586
C: 0.46170 -5.47808 -1.80612  0.845
N: 0.28545 -6.59933 -1.49409  -0.700
O: 0.57950 -2.33801 -0.88531  -0.197
C: -0.81309 -2.54568 -0.64663  0.910
C: -1.22177 -1.31242 0.14117  -1.365
C: -1.03148 0.00761 -0.64189  -0.678
C: -2.32480 0.76913 -0.96321  -0.828
C: -2.56688 1.89091 0.01498  -0.750
O: -2.53280 1.33291 1.35182  -0.227
C: -3.47528 1.75285 2.19637  0.098
O: -3.87993 2.90059 2.28084  -0.537
O: -1.13940 -3.74627 -0.05469  0.057
C: -1.33546 -3.84651 1.35857  -0.681
C: -1.54270 -5.33380 1.71084  -0.941
N: -0.87186 -5.70687 2.95189  -0.101
C: 0.07678 -6.81530 2.91897  -1.024
C: 1.36648 -6.59008 3.72778  0.444
C: 2.47494 -7.52742 3.25078  -1.226
O: 1.78232 -5.22399 3.69627  -0.571
P: -1.80476 -2.63219 -2.26382  0.242
N: -2.10650 -4.06002 -2.83017  -0.742
P: 2.14488 -4.15546 0.26582  0.702
N: 3.32766 -5.17676 0.19043  -0.835
C: 8.06110 1.15476 -0.40128  0.486
C: 8.76512 1.23229 0.91740  -1.255
O: 8.65033 1.00471 -1.46001  -0.585
H: 4.37558 2.88403 0.88694  0.313
H: 5.71043 2.28802 1.83345  0.285
H: 5.64370 3.99295 1.46911  0.375
H: 5.67457 2.96666 -1.05466  0.316
H: 7.15634 3.33231 -0.15385  0.527
H: 6.54647 -0.24054 -1.71471  0.563
H: 5.68988 1.21420 -2.18843  0.219
H: 4.04486 0.76424 -0.29102  0.159
H: 4.89990 -0.71857 0.00558  0.236
H: 3.00004 -0.08632 -2.15163  0.274
H: 4.39552 -1.03885 -2.65674  0.342
H: 1.96277 -2.06101 -2.78733  0.593
H: 3.54196 -3.15016 -3.92920  0.431
H: 5.05112 -4.92229 -2.61439  0.430
H: 5.60122 -3.33885 -3.02828  0.563
H: 4.98340 -3.69447 -1.38623  0.249
H: -2.26762 -1.38711 0.41238  0.650
H: -0.59692 -1.25390 1.02358  0.264
H: -0.44959 0.66403 -0.00372  0.451
H: -0.42671 -0.14682 -1.52731  0.524
H: -2.25525 1.23870 -1.93960  0.278
H: -3.19373 0.12038 -0.92298  0.316
H: -3.53373 2.35317 -0.14892  0.472
H: -1.81406 2.66724 -0.07302  0.326
H: -3.87014 0.95256 2.82451  0.429
H: -0.48590 -3.48088 1.92502  0.401
H: -2.23228 -3.30578 1.64527  0.285
H: -2.61073 -5.48721 1.82665  0.476
H: -1.18738 -5.93582 0.88191  0.262
H: -1.53108 -5.84222 3.69571  0.270
H: 0.34667 -7.07196 1.89966  0.373
H: -0.39472 -7.68326 3.38053  0.331
H: 1.16541 -6.81461 4.77272  0.356
H: 3.32018 -6.97808 2.85721  0.327
H: 2.84310 -8.15849 4.05232  0.323
H: 2.12520 -8.16993 2.45093  0.340
H: 2.63436 -5.18660 3.26053  0.280
H: -1.05599 -1.82444 -3.14231  0.033
H: -2.97324 -1.93556 -1.93466  0.069
H: -3.09941 -4.23305 -2.87593  0.234
H: 1.04813 -4.65228 0.96113  -0.176
H: 2.43889 -2.97609 0.95906  -0.025
H: 3.58439 -5.43447 -0.75290  0.317
H: 8.80877 2.26288 1.25775  0.285
H: 8.19230 0.69111 1.66129  0.344
H: 9.75613 0.81650 0.83624  0.396
C: -6.49024 5.52072 3.96209  -0.970
C: -7.23134 4.58902 3.02165  -0.253
O: -6.71177 4.64152 1.69494  -0.459
H: -6.54340 6.54727 3.59833  0.259
H: -6.91426 5.48305 4.96645  0.357
H: -5.43628 5.24243 4.02275  0.249
H: -8.28030 4.87326 2.94691  0.315
H: -7.18247 3.56039 3.39371  0.275
H: -5.78646 4.37990 1.73446  0.220
C: 9.59101 -4.19652 -1.00251  -1.130
C: 8.12717 -4.45266 -0.69850  -0.016
O: 7.47021 -5.10597 -1.77786  -0.459
H: 9.69531 -3.58584 -1.89910  0.296
H: 10.07886 -3.68611 -0.17481  0.328
H: 10.11601 -5.13878 -1.17611  0.368
H: 7.59174 -3.51491 -0.53996  0.109
H: 8.02608 -5.05438 0.21098  0.261
H: 7.92115 -5.94196 -1.92197  0.268
C: -9.19013 8.06632 0.31937  -0.829
C: -9.00940 6.92014 -0.65660  -0.179
O: -7.69365 6.37998 -0.61955  -0.490
H: -8.47638 8.85993 0.10507  0.181
H: -10.19684 8.47914 0.25647  0.269
H: -9.01393 7.72690 1.34474  0.373
H: -9.17308 7.26635 -1.67484  0.213
H: -9.73794 6.12742 -0.44548  0.241
H: -7.53136 6.04928 0.27293  0.247
C: -10.58496 11.91931 -3.21364  -1.090
C: -10.00966 11.23471 -1.98744  -0.255
O: -9.74487 9.85307 -2.21202  -0.422
H: -11.50445 11.42476 -3.52635  0.279
H: -10.80284 12.96879 -3.01188  0.343
H: -9.88156 11.87099 -4.04796  0.332
H: -10.71850 11.27117 -1.16178  0.276
H: -9.09156 11.73929 -1.66683  0.287
H: -9.10725 9.78633 -2.92761  0.253

***

Number 1: E_tot -30568.322 eV. Number 2: E_tot -39791.536 eV. Number 3: E_tot -44131.173 eV. Number 4: E_tot -86591.070 eV.